A | Formula: C20H30N2O3
Source: the Open Molecules 2025 dataset
Level of theory: the ωB97M-V functional and the def2-TZVPD basis

Each line ends with the natural charge from an NBO analysis.
Cartesian coordinates (Å):
C (-3.333, -3.177, -1.244)  -0.6130
C (-4.408, -2.126, -1.487)  -0.3958
C (-4.531, -1.172, -0.294)  -0.2021
N (-3.270, -0.511, -0.043)  -0.4809
C (-2.917, -0.264, 1.337)  -0.0266
C (-3.704, 0.913, 1.943)  -0.4239
C (-3.603, 2.195, 1.117)  -0.4066
C (-3.752, 1.909, -0.377)  -0.4167
C (-2.988, 0.655, -0.852)  -0.0371
C (-1.464, 0.819, -0.915)  -0.4162
C (-0.810, 0.922, 0.464)  -0.0430
N (0.639, 0.771, 0.351)  -0.6139
C (1.280, -0.327, -0.118)  0.6673
O (0.719, -1.318, -0.540)  -0.6207
C (2.773, -0.217, -0.066)  -0.0884
C (3.424, 0.973, -0.391)  -0.3657
C (4.809, 1.018, -0.353)  0.4152
O (5.563, 2.113, -0.659)  -0.5103
C (4.908, 3.284, -1.081)  -0.2530
C (5.540, -0.110, 0.027)  -0.3814
C (4.889, -1.291, 0.342)  0.3353
O (5.510, -2.439, 0.716)  -0.4864
C (6.916, -2.457, 0.772)  -0.2530
C (3.494, -1.342, 0.283)  -0.2462
C (-1.390, -0.132, 1.412)  -0.4185
H (-2.384, -2.690, -1.040)  0.2288
H (-3.220, -3.819, -2.115)  0.2055
H (-3.594, -3.798, -0.389)  0.1941
H (-4.161, -1.558, -2.385)  0.1915
H (-5.376, -2.606, -1.652)  0.1974
H (-4.791, -1.759, 0.591)  0.1933
H (-5.357, -0.465, -0.478)  0.1678
H (-3.179, -1.161, 1.913)  0.2055
H (-3.364, 1.098, 2.964)  0.2070
H (-4.753, 0.610, 1.993)  0.2008
H (-2.657, 2.696, 1.315)  0.1877
H (-4.392, 2.886, 1.429)  0.2086
H (-3.427, 2.774, -0.959)  0.2069
H (-4.811, 1.749, -0.596)  0.2001
H (-3.324, 0.443, -1.873)  0.2074
H (-1.203, 1.691, -1.518)  0.2003
H (-1.063, -0.073, -1.398)  0.2448
H (-0.958, 1.923, 0.874)  0.1949
H (1.208, 1.486, 0.773)  0.3996
H (2.847, 1.828, -0.706)  0.2182
H (5.699, 4.003, -1.290)  0.2014
H (4.255, 3.685, -0.299)  0.1731
H (4.325, 3.113, -1.992)  0.1781
H (6.613, -0.017, 0.047)  0.2295
H (7.360, -2.245, -0.206)  0.1777
H (7.186, -3.466, 1.079)  0.2017
H (7.298, -1.741, 1.507)  0.1765
H (2.985, -2.264, 0.511)  0.2403
H (-1.082, 0.080, 2.439)  0.2011
H (-0.971, -1.094, 1.114)  0.2421

Properties
**LUMO**: 0.606 eV
**Charge**: 0


B | Formula: C20H30N2O3
Source: the Open Molecules 2025 dataset
Level of theory: the ωB97M-V functional and the def2-TZVPD basis

Each line ends with the natural charge from an NBO analysis.
Cartesian coordinates (Å):
C (2.805, -0.728, 6.608)  -0.5986
C (2.936, 0.033, 5.295)  -0.3923
C (2.789, -0.891, 4.089)  -0.3948
C (2.933, -0.128, 2.773)  -0.2159
N (2.778, -1.010, 1.640)  -0.6326
C (1.964, -0.695, 0.594)  0.7960
O (1.278, 0.313, 0.589)  -0.6871
N (2.001, -1.561, -0.482)  -0.4612
C (2.191, -2.992, -0.348)  -0.2052
C (0.861, -3.682, -0.025)  -0.4146
C (-0.182, -3.349, -1.089)  -0.3851
C (-0.317, -1.832, -1.240)  -0.3730
C (-1.282, -1.460, -2.352)  0.6584
O (-1.562, -2.253, -3.229)  -0.5760
C (-1.843, -0.093, -2.331)  -0.1323
C (-2.818, 0.220, -3.280)  -0.1775
C (-3.385, 1.474, -3.343)  -0.0818
C (-4.436, 1.805, -4.357)  -0.6215
C (-2.965, 2.467, -2.440)  0.3849
O (-3.600, 3.675, -2.583)  -0.5323
C (-2.850, 4.870, -2.536)  -0.2455
C (-2.014, 2.167, -1.456)  -0.0986
C (-1.591, 3.141, -0.393)  -0.6339
C (-1.469, 0.891, -1.420)  -0.1988
C (1.075, -1.254, -1.555)  -0.2093
H (3.571, -1.496, 6.684)  0.1999
H (1.831, -1.208, 6.675)  0.2018
H (2.912, -0.052, 7.454)  0.2094
H (3.911, 0.524, 5.255)  0.1939
H (2.172, 0.811, 5.246)  0.1980
H (3.550, -1.674, 4.138)  0.1870
H (1.810, -1.375, 4.116)  0.2019
H (2.155, 0.633, 2.683)  0.2341
H (3.911, 0.370, 2.737)  0.1805
H (3.474, -1.727, 1.530)  0.3879
H (2.930, -3.221, 0.421)  0.1946
H (2.575, -3.361, -1.304)  0.1989
H (1.013, -4.761, 0.031)  0.2126
H (0.513, -3.335, 0.951)  0.1995
H (-1.147, -3.780, -0.819)  0.2165
H (0.112, -3.775, -2.050)  0.2129
H (-0.660, -1.401, -0.297)  0.2263
H (-3.117, -0.549, -3.978)  0.2271
H (-5.373, 2.048, -3.857)  0.2223
H (-4.141, 2.678, -4.936)  0.2199
H (-4.598, 0.967, -5.028)  0.2135
H (-1.842, 4.727, -2.932)  0.1789
H (-2.792, 5.282, -1.525)  0.1767
H (-3.383, 5.580, -3.171)  0.1933
H (-2.460, 3.612, 0.064)  0.2141
H (-1.036, 2.613, 0.379)  0.2312
H (-0.942, 3.918, -0.792)  0.2155
H (-0.738, 0.693, -0.652)  0.2388
H (1.035, -0.171, -1.671)  0.2407
H (1.459, -1.698, -2.477)  0.2011

Properties
**LUMO**: 0.686 eV
**Charge**: 0


Quick one: least stable of them? A


A | Formula: C3H4ClNS
Source: the Open Molecules 2025 dataset
Level of theory: the ωB97M-V functional and the def2-TZVPD basis

Each line ends with the natural charge from an NBO analysis.
Cartesian coordinates (Å):
S (-2.801, -0.080, -0.684)  -0.0888
C (-1.572, -1.039, -0.223)  -0.0863
N (-0.267, -0.737, -0.063)  -0.5761
C (0.277, 0.537, 0.049)  -0.0341
C (1.559, 0.850, 0.216)  -0.2659
Cl (2.170, 2.462, 0.318)  0.0146
H (-1.788, -2.097, -0.027)  0.1991
H (0.508, -1.422, 0.015)  0.4086
H (-0.363, 1.433, 0.108)  0.2360
H (2.277, 0.092, 0.292)  0.1928

Properties
**LUMO**: 0.128 eV
**Charge**: 0


B | Formula: C3H4ClNS
Source: the Open Molecules 2025 dataset
Level of theory: the ωB97M-V functional and the def2-TZVPD basis

Each line ends with the natural charge from an NBO analysis.
Cartesian coordinates (Å):
N (-1.852, 1.698, 0.008)  -0.7327
C (-0.609, 1.263, 0.012)  0.1244
C (-0.256, -0.093, 0.048)  -0.2779
Cl (-1.439, -1.319, -0.050)  -0.0119
C (1.050, -0.623, 0.152)  -0.2525
S (2.479, 0.203, -0.049)  -0.1038
H (-2.080, 2.652, 0.028)  0.4004
H (-2.626, 1.075, 0.098)  0.4073
H (0.197, 1.952, -0.120)  0.2374
H (1.169, -1.664, 0.295)  0.2094

Properties
**LUMO**: -0.365 eV
**Charge**: 0


C | Formula: C3H4ClNS
Source: the Open Molecules 2025 dataset
Level of theory: the ωB97M-V functional and the def2-TZVPD basis

Each line ends with the natural charge from an NBO analysis.
Cartesian coordinates (Å):
C (-1.696, -0.025, -0.312)  -0.8283
S (-0.096, -0.256, -1.065)  0.3030
C (1.062, 0.298, 0.309)  -0.3720
Cl (1.939, 1.904, -0.167)  -0.0493
C (2.070, -0.720, 0.386)  0.2175
N (2.882, -1.477, 0.399)  -0.2565
H (-1.940, -0.506, 0.634)  0.2351
H (-2.451, -0.545, -0.934)  0.2570
H (-2.296, 0.903, -0.460)  0.2361
H (0.526, 0.423, 1.210)  0.2574

Properties
**LUMO**: 0.347 eV
**Charge**: 0


Quick one: least stable of them? C


A | Formula: C6H6N2O
Source: the Open Molecules 2025 dataset
Level of theory: the ωB97M-V functional and the def2-TZVPD basis

Each line ends with the natural charge from an NBO analysis.
Cartesian coordinates (Å):
C (2.452, -0.217, -0.020)  -0.4442
C (0.374, 1.007, -0.066)  -0.1304
C (-0.958, 0.659, 0.112)  0.1152
C (-2.646, -0.212, 0.118)  0.7151
C (-1.171, -0.715, 0.342)  -0.2508
C (0.104, -1.329, 0.009)  -0.0389
H (2.247, 0.067, 1.224)  0.2235
H (2.949, -1.239, -0.362)  0.2384
H (3.000, 0.767, -0.567)  0.2242
H (0.876, 1.863, -0.284)  0.2135
H (-2.822, 1.663, -0.336)  0.4014
H (0.531, -2.363, 0.276)  0.2351
N (0.975, -0.201, -0.270)  -0.3372
N (-2.277, 1.092, 0.121)  -0.6106
O (-3.636, -0.842, -0.297)  -0.5545

Properties
**LUMO**: 0.626 eV
**Charge**: 0


B | Formula: C6H6N2O
Source: the Open Molecules 2025 dataset
Level of theory: the ωB97M-V functional and the def2-TZVPD basis

Each line ends with the natural charge from an NBO analysis.
Cartesian coordinates (Å):
C (2.602, 0.104, 0.005)  0.1882
C (1.187, -2.114, -0.031)  -0.2607
C (-0.169, -2.330, 0.009)  -0.1804
C (1.655, -0.836, -0.085)  -0.1486
C (-0.384, -0.027, 0.039)  0.5340
C (-0.125, 2.281, -0.021)  -0.2473
N (3.409, 0.942, 0.048)  -0.3414
N (-0.964, -1.189, 0.033)  -0.5335
O (-0.984, 1.147, -0.033)  -0.4988
H (1.874, -2.946, -0.038)  0.2511
H (-0.655, -3.283, 0.063)  0.2160
H (0.415, 2.358, -0.968)  0.1991
H (0.598, 2.214, 0.795)  0.2044
H (-0.769, 3.147, 0.115)  0.2004
H (-1.976, -1.298, 0.036)  0.4176

Properties
**LUMO**: 0.007 eV
**Charge**: 0


Quick one: least stable of them? A


A | Formula: CH3NO3S2
Source: the Open Molecules 2025 dataset
Level of theory: the ωB97M-V functional and the def2-TZVPD basis

Each line ends with the natural charge from an NBO analysis.
Cartesian coordinates (Å):
C (0.109, 0.036, 1.811)  -0.6196
N (1.636, -0.152, -0.671)  -0.9869
O (-2.488, -0.477, 0.591)  -0.8581
O (-1.143, 1.089, -0.723)  -0.9436
O (-0.503, -1.411, -0.307)  -0.9011
S (-2.005, -0.112, -0.672)  1.6928
S (0.235, -0.272, 0.271)  1.6181
H (0.649, 1.022, 1.925)  0.1995
H (1.615, -0.553, -1.541)  0.4010
H (1.895, 0.830, -0.683)  0.3979

Properties
**LUMO**: -0.894 eV
**Charge**: 0


B | Formula: CH3NO3S2
Source: the Open Molecules 2025 dataset
Level of theory: the ωB97M-V functional and the def2-TZVPD basis

Each line ends with the natural charge from an NBO analysis.
Cartesian coordinates (Å):
C (-1.445, 0.824, -0.088)  -0.8519
N (0.502, -1.298, -0.086)  -0.9518
O (2.343, -2.851, -0.465)  -0.8240
O (1.096, 1.167, -0.713)  -0.9368
O (0.573, 0.836, 1.615)  -0.9130
S (2.038, -1.496, -0.153)  1.4903
S (0.301, 0.516, 0.236)  2.2095
H (-1.475, 1.598, -0.699)  0.2402
H (-1.930, -0.140, -0.541)  0.2679
H (-2.004, 0.843, 0.894)  0.2697

Properties
**LUMO (spin up / spin down)**: -1.222 / -1.222 eV
**Charge**: 0


Quick one: least stable of them? A


A | Formula: C5H4
Source: the Open Molecules 2025 dataset
Level of theory: the ωB97M-V functional and the def2-TZVPD basis

Each line ends with the natural charge from an NBO analysis.
Cartesian coordinates (Å):
C (2.847, -0.104, -0.135)  -0.1222
C (1.654, 0.173, 0.207)  -0.1712
C (-1.859, -0.065, -0.452)  -0.3057
C (0.440, 0.252, 0.576)  0.0902
C (-0.913, 0.039, 0.634)  -0.3113
H (3.713, -0.080, -0.670)  0.2130
H (-1.662, 0.028, -1.506)  0.1917
H (-1.313, -0.029, 1.650)  0.2263
H (-2.905, -0.214, -0.303)  0.1890

Properties
**LUMO (spin up / spin down)**: -0.790 / -1.197 eV
**Charge**: 0


B | Formula: C5H4
Source: the Open Molecules 2025 dataset
Level of theory: the ωB97M-V functional and the def2-TZVPD basis

Each line ends with the natural charge from an NBO analysis.
Cartesian coordinates (Å):
C (-0.096, 0.318, -1.204)  -0.4013
C (-0.095, 0.880, 0.232)  -0.0028
C (0.794, -0.112, 0.870)  -0.2813
C (-0.672, -0.412, 0.993)  -0.2819
C (0.150, -0.822, -0.216)  0.0059
H (0.859, 0.537, -1.715)  0.2334
H (-1.121, 0.245, -1.597)  0.2369
H (1.789, -0.035, 1.229)  0.2409
H (-1.608, -0.599, 1.407)  0.2502

Properties
**LUMO**: 0.465 eV
**Charge**: 0


C | Formula: C5H4
Source: the Open Molecules 2025 dataset
Level of theory: the ωB97M-V functional and the def2-TZVPD basis

Each line ends with the natural charge from an NBO analysis.
Cartesian coordinates (Å):
C (1.768, 0.107, 0.445)  0.5376
C (-2.652, 0.142, 0.311)  -0.0900
C (-1.519, 0.469, 0.168)  -0.4794
C (0.709, -0.777, -0.072)  -0.6999
C (-0.127, 0.512, -0.156)  -0.4296
H (0.383, -1.524, 0.764)  0.3349
H (0.992, -1.190, -1.020)  0.2862
H (0.398, 1.151, 0.640)  0.2701
H (0.047, 1.110, -1.079)  0.2701

Properties
**LUMO (spin up / spin down)**: -3.464 / -3.452 eV
**Charge**: 0


D | Formula: C5H4
Source: the Open Molecules 2025 dataset
Level of theory: the ωB97M-V functional and the def2-TZVPD basis

Each line ends with the natural charge from an NBO analysis.
Cartesian coordinates (Å):
C (0.010, 0.796, -1.737)  -0.4261
C (-0.996, 1.079, -2.425)  0.1210
C (0.653, 0.205, -0.754)  -0.0094
C (-0.261, -0.296, 0.231)  -0.2445
C (-0.059, -0.590, 1.480)  -0.2979
H (1.745, 0.113, -0.525)  0.2250
H (-1.232, -0.226, -0.131)  0.2137
H (-0.866, -0.736, 2.151)  0.2231
H (1.005, -0.345, 1.710)  0.1951

Properties
**LUMO**: -1.798 eV
**Charge**: 0


Quick one: least stable of them? C


A | Formula: C5H4
Source: the Open Molecules 2025 dataset
Level of theory: the ωB97M-V functional and the def2-TZVPD basis

Each line ends with the natural charge from an NBO analysis.
Cartesian coordinates (Å):
C (1.348, -0.993, -0.378)  -0.7092
C (0.187, -0.228, 0.038)  0.2371
C (-0.801, 0.447, 0.363)  -0.3069
C (-1.919, 1.153, 0.779)  -0.5425
C (-2.894, 1.935, 0.975)  0.0369
H (2.264, -0.394, -0.362)  0.2546
H (1.214, -1.439, -1.368)  0.2533
H (1.474, -1.811, 0.343)  0.2732
H (-0.872, 1.331, -0.390)  0.5035

Properties
**LUMO (spin up / spin down)**: -1.082 / -1.083 eV
**Charge**: 0


B | Formula: C5H4
Source: the Open Molecules 2025 dataset
Level of theory: the ωB97M-V functional and the def2-TZVPD basis

Each line ends with the natural charge from an NBO analysis.
Cartesian coordinates (Å):
C (0.674, 0.514, 0.610)  -0.1946
C (-0.756, 0.490, 0.514)  -0.1782
C (0.833, -0.147, -0.658)  -0.1940
C (-0.619, -0.227, -0.786)  -0.2031
C (0.060, -0.948, 0.501)  -0.1925
H (1.373, 0.725, 1.292)  0.2301
H (-1.511, 0.645, 1.161)  0.2308
H (1.573, -0.456, -1.239)  0.2315
H (-1.628, -0.596, -1.396)  0.2701

Properties
**LUMO**: 1.202 eV
**Charge**: 0


C | Formula: C5H4
Source: the Open Molecules 2025 dataset
Level of theory: the ωB97M-V functional and the def2-TZVPD basis

Each line ends with the natural charge from an NBO analysis.
Cartesian coordinates (Å):
C (3.079, 0.353, -0.117)  -0.1761
C (1.971, -0.122, -0.080)  -0.0773
C (0.631, -0.446, -0.033)  -0.1206
C (-0.575, -0.435, 0.018)  0.1042
C (-2.000, -0.139, 0.078)  -0.6921
H (4.002, 0.884, -0.150)  0.2368
H (-2.487, -0.589, 0.946)  0.2407
H (-2.525, -0.455, -0.826)  0.2409
H (-2.096, 0.949, 0.164)  0.2435

Properties
**LUMO**: 0.968 eV
**Charge**: 0


Quick one: least stable of them? A